1.
Here is a molecular structure, C21H36P2TcTe from the OMol25 dataset. Energies are from wB97M-V/def2-TZVPD.

Properties
Total charge   +2
Spin multiplicity   4
Expectation value of S²   3.826
Lowest unoccupied orbital energy (spin up / spin down)   -7.7591 / -7.8202 eV

Geometry (Å):
Te -0.3373 1.6374 3.0594
Tc -0.6989 -0.2012 0.7775
P -0.0302 2.1656 0.7008
P 0.5077 -2.1295 0.3834
C -0.8713 -1.3996 -3.5068
C 0.4831 -0.4378 -0.8815
C 0.2621 1.5373 -3.6025
C -1.4477 0.3250 5.6293
C -0.3049 -0.3224 7.6730
C 1.2968 3.4206 0.8025
C -1.4925 -0.1451 6.9478
C -1.6587 -0.6608 -4.5437
C 0.9310 -0.0577 7.0660
C -0.2111 0.6097 5.0645
C 0.9862 0.3937 5.7340
C 2.2664 -2.5889 0.2460
C -1.0506 1.4844 -3.3128
C -0.4911 -1.5821 2.4350
C -2.0431 0.7953 -4.1879
C -1.4801 2.9758 -0.0334
C 0.7616 1.0514 -0.5844
C 1.3746 -0.6852 -4.4213
C 0.9514 0.7867 -4.7031
C 0.4744 -1.5011 -3.5417
C -0.4376 -3.3982 -0.5076
H 2.2663 2.9340 0.6533
H 0.3662 0.8177 -5.6358
H 0.9816 -2.3339 -3.0382
H 1.3321 3.9590 1.7542
H -0.3067 -0.5930 -1.6331
H -1.1098 -0.6543 -5.4983
H -0.3456 -0.6873 8.7062
H -1.5209 -1.6548 2.8204
H 0.8913 2.3505 -3.1878
H -1.4504 -2.0100 -2.8053
H 0.1246 -1.1361 3.2325
H 1.8829 1.3388 -4.9275
H -2.4564 -0.3694 7.4080
H 1.8374 1.1856 -0.4535
H 2.4004 -0.6798 -4.0022
H -0.0862 -3.4318 -1.5534
H 2.4574 -2.9758 -0.7650
H 2.5762 -3.3565 0.9719
H -2.1489 1.3603 -5.1324
H -1.4942 -3.1256 -0.4924
H -2.3505 0.4941 5.0511
H -1.6725 3.9818 0.3762
H -3.0366 0.8064 -3.7259
H 1.4447 -0.8708 -1.2287
H -1.4854 2.1512 -2.5709
H -1.2914 3.0898 -1.1077
H 0.5418 1.5804 -1.5076
H -2.5858 -1.2208 -4.7295
H 1.9317 0.5968 5.2405
H -0.3299 -4.3932 -0.0501
H 1.1598 4.1539 0.0044
H -2.3824 2.3686 0.1061
H 1.8542 -0.2049 7.6305
H -0.1227 -2.6437 2.4029
H 1.4757 -1.1855 -5.4028
H 2.9119 -1.7150 0.3969

Here are the natural (NBO) charges for atoms 1 to 4, given in e: Te 0.25; Tc 0.26; P 1.11; P 1.27

***

2.
Here is a gas-phase ion, C4H7O (charge +1) from the OMol25 dataset. Energies are from wB97M-V/def2-TZVPD.

Properties
Total charge   +1
Lowest unoccupied orbital energy (spin up / spin down)   -6.7285 / -6.7307 eV

Geometry (Å):
O 0.6625 0.7245 0.6426
C -0.7770 -0.9709 1.4842
C -0.1397 -0.2893 0.3119
C 1.4611 1.3000 -0.1130
C -0.6396 -0.3161 -1.0630
H -0.3707 -0.7446 2.3956
H 1.8274 0.9345 -1.1251
H -0.1703 0.5155 -1.5068
H -1.7986 -0.3538 -1.0783
H -1.4064 -1.7827 1.4739
H -0.4313 -1.2312 -1.6590
H 1.7827 2.2141 0.2371

Here are the natural (NBO) charges for atoms 1 to 4, given in e: O -0.30; C -0.19; C 0.23; C 0.32

***

3.
Here is C10H15BrSi in the gas phase from the OMol25 dataset. Energies are from wB97M-V/def2-TZVPD.

Properties
Structure (SMILES)   C[Si](C)(C)[C@]12[C@@H]3[C@@H]4C[C@H]1[C@H]2[C@]34Br
Lowest unoccupied orbital energy   0.7680 eV

Geometry (Å):
Br 3.3957 -1.4669 1.9907
Si -0.7116 -0.3245 -1.2617
C 0.3711 1.4444 2.3396
C -0.6264 1.1605 -2.3245
C 1.7493 0.5942 0.3969
C 0.4382 -0.8613 1.4203
C 0.8069 0.0489 2.5315
C 0.1158 -1.7956 -1.9849
C 0.5844 1.5061 0.8430
C 0.2228 0.1202 0.2570
C 1.8533 -0.3966 1.6278
C -2.4707 -0.6162 -0.7503
H 0.2889 1.5751 -2.0511
H 0.5581 -1.7689 -2.9742
H 0.8697 2.2276 2.9635
H -3.0872 -0.9291 -1.6577
H 0.8515 -2.2459 -1.2019
H -2.5045 -1.4842 0.0923
H 0.7002 -0.4630 3.4931
H -2.9662 0.1816 -0.1740
H 0.0707 -1.9159 1.5546
H -0.6489 -2.6241 -2.0417
H 0.5667 2.4398 0.2563
H 2.5404 0.9657 -0.2303
H -0.8167 1.0630 -3.5275
H -0.7369 1.7166 2.3698
H -1.4144 1.8484 -1.9568

Here are the natural (NBO) charges for atoms 1 to 4, given in e: Br 0.05; Si 1.71; C -0.41; C -1.13

***

4.
Here is 2 unconnected molecules or ions with the total composition C3H12N2OS from the OMol25 dataset. Energies are from wB97M-V/def2-TZVPD.

Properties
Structure (SMILES)   NC[C@H](N)CS.O
Lowest unoccupied orbital energy   0.7031 eV

Geometry (Å):
S 2.3604 -2.2107 -1.7934
O -1.5234 0.9264 3.7695
N 1.1911 1.0314 -0.4749
N -1.4756 0.7425 0.3900
C 0.9176 -1.0751 -1.8531
C -0.9811 -0.1892 -0.6284
C 0.5465 -0.2698 -0.5736
H -0.8504 0.7023 1.1668
H 3.2144 -1.2970 -1.1767
H -1.0623 0.5338 4.4742
H -1.2143 1.7637 3.8729
H -1.3609 -1.2108 -0.2532
H 0.0605 -1.7469 -2.2546
H 1.3798 1.3166 -1.3836
H 0.7075 -0.9228 0.2382
H 1.0386 -0.3796 -2.7320
H 0.7165 1.8278 0.0099
H -1.3799 -0.0019 -1.7046
H -2.2850 0.4591 0.9064

Here are the natural (NBO) charges for atoms 1 to 4, given in e: S -0.05; O -0.92; N -0.85; N -0.85

***

5.
Here is 7 unconnected molecules or ions with the total composition C25H45F7IO18P from the OMol25 dataset. Energies are from wB97M-V/def2-TZVPD.

Properties
Structure (SMILES)   CC(C)CP(I)C(F)(F)C(F)(F)C(F)(F)F.COC(=O)OC.COC(=O)OC.COC(=O)OC.COC(=O)OC.COC(=O)OC.COC(=O)OC
Lowest unoccupied orbital energy   -0.1542 eV

Geometry (Å):
I -0.6475 -3.8317 -4.0257
P -1.4513 -1.7793 -2.9398
F 0.1806 1.7629 -3.8961
F -0.1356 2.1945 -1.2243
F -1.7089 1.2924 -2.9991
F -0.6655 -0.2952 -5.0565
F 0.8883 -0.8659 -3.7094
F -0.0715 0.0977 -0.9049
F 1.5310 1.0805 -1.8552
O 2.6057 1.9472 2.3559
O -7.1276 4.9727 -3.4583
O 6.4912 -1.2353 7.3000
O -5.4082 6.0095 -2.4150
O -6.1427 -0.8816 -7.4020
O 0.2127 -4.1810 5.1874
O 2.3392 -4.2831 4.8212
O 3.2369 3.9206 1.4439
O -4.0060 -0.9897 -7.7005
O 0.9605 -3.8895 3.0713
O -5.3147 -0.4296 -9.4594
O 4.3358 -0.5596 7.1871
O 5.1042 -1.9556 8.7937
O 7.5420 -1.9776 3.2548
O -5.1423 4.1466 -3.6713
O 3.2146 3.5439 3.6755
O 5.4859 -2.4779 2.4513
O 6.0739 -0.3969 3.1065
C -4.8120 0.2963 -3.2274
C -4.2281 -1.0113 -2.6826
C 2.3656 1.4560 1.0330
C 0.2342 1.0517 -1.7255
C -0.4467 0.9171 -3.1099
C 7.9117 -3.3476 3.0833
C -8.0076 5.9639 -2.9262
C -7.4555 -0.6379 -7.9100
C -3.1451 -1.5576 -3.6607
C 1.1549 -4.0977 4.2418
C -5.8481 5.1316 -3.1115
C -2.8593 -0.8706 -8.5461
C -5.1686 -0.7365 -8.3048
C 6.7564 -0.4520 6.1308
C -0.3636 -0.4674 -3.7623
C 3.4548 -4.2200 3.9237
C 5.2234 -1.1853 7.7093
C 3.6834 4.8784 3.8786
C 3.0368 3.2115 2.3955
C 3.7841 -2.0023 9.3374
C -3.7704 -0.8072 -1.2386
C -1.1182 -3.9984 4.7061
C 6.2891 -1.6947 2.8915
C -3.7436 4.1886 -3.3841
C 4.7534 0.0455 2.7610
H -7.5453 0.3862 -8.2678
H 7.8088 -0.5760 5.8922
H -1.9915 -1.0994 -7.9332
H 4.0070 -0.4710 3.3622
H 3.2813 1.4679 0.4443
H -3.0600 -0.9058 -4.5235
H 7.8450 -3.6353 2.0357
H 4.3504 -4.3813 4.5178
H 3.8246 -2.6551 10.2051
H -2.8580 -0.2330 -1.1396
H -4.1292 1.1279 -3.0989
H -7.9998 5.9411 -1.8379
H 4.6546 5.0208 3.4079
H 3.0841 -2.4150 8.6128
H -8.1450 -0.7881 -7.0839
H -1.2369 -3.0086 4.2682
H 8.9428 -3.4385 3.4130
H 6.5576 0.6019 6.3213
H -1.7784 -4.0890 5.5645
H -2.7662 0.1449 -8.9268
H 4.7070 1.1022 2.9792
H -3.7219 -1.7441 -0.7020
H 1.5957 2.0432 0.5447
H 3.4623 -1.0108 9.6517
H -3.2991 5.1077 -3.7617
H 4.5680 -0.1120 1.7013
H -3.4683 -2.5204 -4.0313
H -7.6955 -1.3391 -8.7072
H -2.9094 -1.5813 -9.3689
H -7.7333 6.9544 -3.2851
H 3.5163 -3.2455 3.4525
H -4.5460 -0.2300 -0.7412
H 2.9664 5.6002 3.4918
H -3.2886 3.3429 -3.8927
H 3.3842 -5.0015 3.1689
H 2.0209 0.4296 1.1327
H 7.2843 -3.9945 3.6943
H 6.1647 -0.8025 5.3005
H -3.5672 4.0947 -2.3136
H -1.3730 -4.7664 3.9776
H -5.0322 -1.7356 -2.6589
H -9.0056 5.7208 -3.2803
H -5.7201 0.5145 -2.6821
H 3.7839 5.0157 4.9516
H -5.0012 0.1704 -4.2885

Here are the Mulliken charges for atoms 1 to 4, given in e: I -0.11; P 0.11; F -0.32; F -0.29

***

6.
Here is a molecular structure, C2H5MgN3O2 from the OMol25 dataset. Energies are from wB97M-V/def2-TZVPD.

Properties
Total charge   +2
Lowest unoccupied orbital energy   -12.8990 eV

Geometry (Å):
Mg -0.1869 -3.1261 -0.0829
O -2.3101 -0.5299 0.6322
O -2.2071 1.7149 0.5107
N -0.7530 0.2914 -0.7774
N 0.9230 -1.0723 -0.0705
N 1.0606 1.3903 0.1732
C -1.9577 0.5890 0.2665
C 0.4001 0.2841 -0.2386
H 1.2648 1.4200 1.1726
H 1.8587 -1.2561 -0.4254
H 0.8711 -1.2999 0.9249
H 1.9439 1.4869 -0.3258
H -0.9075 0.1077 -1.7593

Here are the natural (NBO) charges for atoms 1 to 4, given in e: Mg 1.82; O -0.63; O -0.46; N -0.66

***

no.,energy (Eh)
1,-1852.402772
2,-231.434950
3,-3253.435402
4,-704.384749
5,-3672.074336
6,-593.221012